C22H46BN3O12S | ωB97M-V with the def2-TZVPD basis set

```
85
Properties=species:S:1:pos:R:3:forces:R:3
C -0.387 0.780 1.748 -0.1 0.4 0.1
C 0.628 1.541 1.250 0.0 -0.4 -0.1
C 0.514 2.455 0.054 -0.2 1.6 1.3
B -0.280 3.725 0.681 -0.5 -0.1 -0.2
N -1.610 3.558 1.278 0.3 0.7 0.0
O 0.348 4.962 0.718 0.4 -0.4 -0.5
C 1.856 3.013 -0.466 0.4 -0.7 -0.3
C 2.931 1.996 -0.877 0.5 -0.1 0.2
O 4.125 2.763 -1.119 -0.1 0.3 0.0
N 4.645 2.462 -2.449 -0.5 -0.3 0.0
O 4.535 3.371 -3.150 0.4 0.2 0.1
N 1.454 3.700 -1.696 -0.3 -0.2 0.5
C 0.348 3.038 -2.226 0.4 -0.1 0.2
O -0.167 3.324 -3.273 -0.4 0.2 -0.3
C -0.150 1.937 -1.245 -0.2 -0.2 0.4
S 0.417 0.262 -1.791 0.1 -0.1 -0.4
C -1.676 1.866 -1.216 0.0 -0.1 -0.5
C -2.320 1.401 -2.530 0.1 -0.2 -0.3
O -3.603 2.049 -2.653 0.1 0.0 0.1
C -3.576 3.124 -3.477 0.0 0.1 0.0
O -3.898 4.216 -3.128 -0.2 0.1 0.0
H -0.317 -0.300 1.853 0.7 0.2 1.6
H -1.308 1.262 2.069 -0.7 -0.3 -1.6
H 1.597 1.545 1.755 0.5 -1.3 -1.0
H -2.376 3.868 0.689 -0.1 -0.5 0.0
H -1.680 4.147 2.106 -0.1 0.0 0.0
H -0.253 5.646 0.406 -0.1 0.2 0.6
H 2.379 3.627 0.265 -0.4 0.5 -0.1
H 3.141 1.266 -0.092 -0.1 0.0 0.0
H 2.660 1.471 -1.788 0.0 -0.1 0.0
H 1.321 4.699 -1.613 0.3 0.1 -0.3
H 0.735 -0.256 -0.599 -0.1 0.2 0.1
H -2.106 2.846 -1.017 0.0 0.0 0.1
H -1.965 1.158 -0.438 0.0 0.3 0.3
H -1.701 1.667 -3.387 0.0 0.0 0.0
H -2.469 0.325 -2.564 -0.2 0.0 0.2
H -3.270 2.897 -4.511 0.2 -0.1 0.1
C -2.533 2.235 4.915 0.0 0.0 0.0
O -3.358 2.487 3.793 0.0 0.1 0.1
C -4.698 2.055 3.958 0.1 0.0 -0.2
C -5.624 3.200 4.302 -0.1 0.0 0.1
O -5.330 3.756 5.572 0.1 0.0 0.0
C -4.588 4.959 5.510 0.0 0.0 0.0
H -1.611 2.797 4.774 0.0 0.0 0.0
H -3.006 2.555 5.847 0.0 0.0 0.0
H -2.291 1.168 4.982 0.0 0.0 0.1
H -4.761 1.278 4.727 0.0 0.0 0.0
H -5.017 1.617 3.007 0.0 0.0 0.0
H -6.650 2.822 4.341 0.0 0.0 0.0
H -5.577 3.969 3.524 0.0 0.0 0.0
H -5.220 5.789 5.177 0.0 0.0 0.0
H -3.731 4.869 4.838 0.0 0.0 0.0
H -4.229 5.173 6.515 0.0 0.0 0.0
C 0.687 -4.853 -6.163 0.0 0.0 0.0
O 1.994 -4.312 -6.134 -0.1 0.0 0.1
C 2.035 -2.944 -5.767 0.2 -0.1 -0.1
C 2.437 -2.759 -4.321 -0.1 0.2 0.1
O 1.460 -3.282 -3.432 0.0 -0.1 -0.1
C 1.806 -4.542 -2.893 0.0 0.1 0.1
H 0.784 -5.936 -6.230 0.0 0.0 0.0
H 0.125 -4.601 -5.261 0.0 0.0 0.0
H 0.137 -4.494 -7.040 0.0 0.0 0.0
H 1.069 -2.464 -5.952 0.0 0.0 0.0
H 2.782 -2.459 -6.403 0.0 0.0 0.0
H 2.525 -1.688 -4.113 0.0 0.0 0.0
H 3.412 -3.220 -4.136 0.0 0.0 0.0
H 2.585 -4.423 -2.131 0.0 -0.1 0.0
H 2.152 -5.239 -3.660 0.0 0.0 0.0
H 0.913 -4.952 -2.421 0.0 0.0 0.0
C 4.192 -5.818 1.094 0.0 0.0 0.0
O 3.245 -6.354 1.998 0.0 0.1 0.0
C 3.159 -5.644 3.222 0.0 -0.2 0.0
C 1.964 -4.718 3.254 0.0 0.2 0.1
O 2.083 -3.671 2.304 0.0 0.0 -0.1
C 1.335 -3.892 1.124 0.0 0.1 0.0
H 4.019 -6.284 0.126 0.0 0.0 0.0
H 4.086 -4.735 0.992 0.0 0.0 0.0
H 5.213 -6.049 1.418 0.0 0.0 0.0
H 4.078 -5.079 3.406 0.0 0.0 0.0
H 3.052 -6.384 4.021 0.0 0.0 0.0
H 1.903 -4.254 4.244 0.0 0.0 0.0
H 1.044 -5.287 3.088 0.0 0.0 0.0
H 0.265 -3.737 1.307 0.0 -0.1 0.0
H 1.491 -4.898 0.729 0.0 0.0 0.0
H 1.670 -3.167 0.383 0.0 0.0 0.0
```
Forces are in eV/Å.

Lowest unoccupied orbital energy ... -0.1 eV
SMILES ... C=C[C@@]1(B(N)O)[C@@H](CON=O)NC(=O)[C@]1(S)CCOC=O.COCCOC.COCCOC.COCCOC
E_tot ... -64104.1411 eV